The following is a quantum chemistry calculation of a cluster of 12 separate species, C45H111N3O21 in total at a distorted geometry, from the OMol25 dataset.

```
180
C45H111N3O21, DFT ωB97M-V with the def2-TZVPD basis set
H -5.065 6.759 -0.360
H -5.083 -3.147 -2.377
H -3.730 -4.885 0.630
H -2.836 2.346 -0.494
C -4.466 -0.290 3.823
H 0.042 2.465 3.711
H -3.374 3.696 2.266
C 5.395 1.607 1.768
H 7.013 0.081 -1.553
C -2.940 3.205 0.170
H -3.476 1.996 1.875
O -3.116 0.429 -4.300
O 1.661 -6.440 -2.046
C 1.007 5.122 -1.580
H 1.094 7.088 -2.658
H -4.331 -1.607 6.131
H 6.771 2.383 0.221
H 7.244 -3.541 -2.029
H -0.175 5.403 4.204
H -3.661 0.251 -5.067
H -0.401 -2.629 4.345
O 1.226 5.079 5.596
C 5.813 -2.179 -5.473
H 2.029 -1.040 -0.048
C -1.134 -1.112 5.690
H 4.089 -0.817 -3.957
C 2.304 -5.147 -2.184
C 0.631 6.589 -1.806
H 1.027 4.718 -2.593
C 4.874 -1.233 -1.370
C -5.268 3.192 1.286
C 0.113 0.314 0.977
C -3.888 -2.154 5.303
H -2.171 -3.607 5.151
C -5.780 2.053 0.452
C 1.023 0.207 -4.975
H 7.613 -1.576 -1.704
O 6.274 -3.583 -2.027
H -4.242 0.307 2.939
H -5.812 -4.568 -0.008
C 5.865 -0.707 -5.133
H 8.303 -2.067 -4.172
H -5.216 2.753 -2.034
C -5.462 3.807 -1.944
C 5.130 -0.547 -3.781
H 2.041 0.261 -5.370
H 1.370 -6.725 -0.145
H 6.537 -2.296 -6.282
H -2.398 -1.010 -2.136
H -5.088 4.361 -2.808
O -5.548 -3.880 -1.936
H 4.569 -0.225 -1.082
O 0.764 -4.026 -3.845
H 2.449 -5.328 1.275
C -0.063 -1.666 4.723
H 0.208 5.272 0.077
O 0.068 4.601 -0.608
H 3.413 1.888 1.534
C 0.203 4.542 4.768
H -0.506 0.754 -3.725
H 0.416 0.095 -5.873
H 0.448 -3.163 -4.122
H -3.450 -1.979 2.352
N -2.227 -0.364 5.031
C 0.667 3.290 4.062
C 5.765 -1.309 -2.625
H 6.085 1.795 2.596
H 1.685 -6.218 2.557
O -6.742 5.064 0.762
H 1.830 -3.139 -2.313
H 8.397 -3.906 -4.124
C 7.923 -3.018 -4.548
C -0.002 -0.687 -0.197
C -5.165 6.117 -1.243
H -0.719 4.352 5.327
H -4.465 -2.832 4.674
H 3.914 -1.743 -1.515
C -1.691 -2.219 6.627
H -0.845 0.680 1.357
H -6.494 5.904 1.159
H -4.435 6.527 -1.938
C 5.860 -4.542 -4.670
O -2.830 -3.292 -0.342
H 5.222 -1.773 -0.488
C 0.395 1.263 -4.089
H -1.989 -1.079 2.539
O 0.815 1.447 0.479
N 5.863 -2.722 -3.071
C -5.186 -3.877 -0.569
H 2.178 3.905 3.003
H 5.319 0.507 -3.559
H -2.221 -2.767 3.218
H 0.691 -0.082 1.813
H -0.840 -1.361 0.005
O 1.333 3.495 2.783
O -1.775 0.777 4.330
H -3.779 1.034 -2.537
H 0.441 -4.111 -1.864
O -3.459 -2.335 -3.136
C -3.407 4.443 -0.633
H 0.984 8.252 -0.672
N -5.499 4.433 0.557
H -0.626 -5.398 1.722
H 2.693 -4.900 -1.196
H -4.900 0.043 -3.496
H -3.876 -1.188 -1.371
H 2.022 5.024 -1.193
O 1.175 -1.468 -0.136
C -3.760 -4.372 -0.342
C -2.640 -1.775 3.063
H -0.918 -2.922 6.943
H -2.065 1.375 5.027
H 1.449 2.764 4.621
O 0.047 -3.934 0.593
H 4.858 -2.563 -5.829
C 0.298 -4.822 1.679
C -2.748 -3.048 5.888
H -5.401 3.962 3.345
H 3.168 -5.329 -2.824
H 0.471 -3.095 0.815
H 0.627 2.289 -2.487
H 5.237 -0.196 -5.863
H 1.974 5.241 5.012
H 6.880 -0.314 -5.114
C 1.501 -5.789 1.568
H 5.442 0.537 1.567
H 4.901 -4.727 -4.193
C -3.292 -1.152 4.307
O 4.117 2.062 2.169
C -3.464 -1.125 -2.382
H -6.551 3.902 -1.967
C -0.398 -0.104 6.563
H 6.592 -5.311 -4.413
H 8.297 -2.896 -5.566
H -5.176 -2.868 -0.147
H -5.013 0.376 4.494
H 0.472 -0.511 7.081
O 1.196 1.724 -3.022
H 5.691 -4.710 -5.737
H -1.960 -3.713 -0.356
H -6.042 1.179 1.060
H -6.207 6.258 -1.526
C -4.930 4.674 -0.779
C -3.713 2.994 1.503
O 1.044 7.296 -0.632
C 6.413 -3.141 -4.374
H -3.005 4.293 -1.640
H -6.903 3.627 2.551
C -3.858 0.133 -3.158
H -2.051 -1.730 7.534
C 1.306 -4.078 -2.527
H -1.921 3.387 0.519
H -2.937 5.361 -0.275
H -0.459 6.570 -1.894
H -5.089 1.647 -0.293
H 0.028 0.720 5.980
H -5.878 2.265 3.184
H 0.648 2.321 0.840
H 1.080 -6.549 -2.806
H -0.076 2.010 -4.739
H -6.636 2.187 -0.213
C 7.130 -0.759 -2.241
H -5.244 -1.005 3.542
H 0.142 -0.982 3.899
H 0.870 -1.718 5.284
H 0.517 -4.312 2.625
H -2.741 -2.851 -2.758
O 5.943 3.978 1.029
H 7.741 -0.386 -3.060
H -3.466 -5.197 -0.999
H -0.975 0.473 7.292
H 5.071 2.605 -0.140
C -5.895 3.237 2.697
O 1.117 -6.893 0.775
H 1.477 -0.966 -3.490
H -3.182 -3.743 6.609
O 0.956 -1.065 -4.296
H 5.847 4.472 0.214
C 5.796 2.586 0.682
H -0.180 -0.327 -1.212
```

## Properties
**Total energy**: -3525.03518 a.u.
**SMILES**: CC1(C)CCCC(C)(C)N1O.CC1(C)CCCC(C)(C)N1O.CC1(C)CCCC(C)(C)N1O.OCCO.OCCO.OCCO.OCCO.OCCO.OCCO.OCCO.OCCO.OCCO
**ΔE to the lowest compared entry with this formula, charge and spin**: 136.4 kcal/mol
**Maximum force**: 3.13 eV/Å
**Total charge**: 0


The following is a quantum chemistry calculation of a structure of composition C45H112NNbO12P at a distorted geometry, from the OMol25 dataset.

```
172
C45H112NNbO12P, DFT ωB97M-V with the def2-TZVPD basis set
H 2.975 -0.722 -3.422
H 0.841 5.870 -6.962
H -7.469 1.931 5.603
H 10.053 -5.248 -4.237
H 1.500 -2.330 3.488
O -7.191 2.182 2.968
H 5.421 -1.651 -2.613
H -2.845 2.209 9.633
H 4.867 -6.291 4.169
H 1.398 6.532 -5.415
C -7.893 3.080 3.825
C 5.195 -3.668 -3.133
C -2.424 2.715 3.996
H -0.765 -2.259 3.329
O 8.216 -4.567 -3.760
C -11.863 3.254 0.369
C -12.923 2.197 0.098
H 1.094 -2.158 -1.519
H 5.431 -5.719 2.601
H -7.895 4.170 -1.886
H 4.463 1.489 -1.482
C -0.387 -3.163 2.851
O 5.801 -0.138 1.016
C 12.225 -9.695 -5.333
H -3.095 1.100 1.944
H 14.091 -10.237 -5.187
H -5.023 1.029 -0.920
H -2.941 0.811 -2.658
C 2.114 -0.723 -2.758
C 0.880 -0.519 -3.654
O 1.797 -3.409 1.745
C 5.389 -2.630 -2.131
H 13.426 -7.985 -5.888
H 11.827 -11.302 -6.720
C 8.674 -6.896 -4.196
H -0.623 0.153 6.585
O -12.211 4.007 1.533
C -1.206 5.626 -5.098
H 0.254 4.495 0.766
O -3.054 0.476 7.622
H 7.451 -4.843 -3.236
Nb 3.722 -2.557 -0.559
O -5.582 5.452 0.201
H -3.577 3.789 2.552
H 1.069 3.533 1.999
H -5.779 1.745 1.078
C -1.939 1.639 9.424
C 9.202 -5.581 -3.639
H 2.072 5.015 -6.035
H 2.086 -2.881 -2.757
H -1.780 3.873 1.449
C 1.162 5.610 -5.949
H -2.520 3.457 4.792
H -7.422 7.103 -0.882
H -10.923 4.936 -0.605
C -6.703 6.656 -1.575
H 8.371 -6.774 -5.237
H -8.139 4.708 -0.215
C -7.400 4.327 -0.926
H -1.407 3.301 -2.555
H -12.665 1.589 -0.770
H 11.688 -7.647 -5.802
C 5.739 -4.315 4.210
C 2.061 -2.069 -2.018
C -4.752 2.066 0.944
H -9.610 4.405 3.709
H -13.036 1.541 0.962
H -0.366 2.216 3.568
H 7.792 -7.222 -3.639
C 12.505 -8.201 -5.339
H 11.198 -9.731 -7.244
H 12.933 -10.078 -7.338
C 2.231 -2.192 1.142
H 6.640 -3.441 2.454
O 13.286 -10.397 -4.684
H 8.779 -6.018 -1.566
H -5.490 4.889 -1.731
H -0.159 1.012 -4.770
C -0.637 0.434 7.637
H 1.391 -1.571 0.809
H -3.644 0.462 -0.026
H -7.793 1.469 2.730
O -0.180 3.599 -5.923
H -13.049 4.447 1.353
H -11.388 3.637 -1.714
C 9.632 -5.728 -2.185
H -2.709 2.915 -0.492
C -1.352 2.260 -2.871
C 0.076 4.819 -5.235
H 3.719 0.906 1.647
C -1.891 1.232 7.959
H -7.049 3.365 -0.550
C -3.661 2.864 3.116
C -1.076 3.119 1.788
H -0.840 -3.994 3.385
C 0.310 3.509 1.223
H 0.429 4.529 -4.244
H 1.414 -4.064 3.621
N 5.029 0.652 -1.361
H 1.038 -1.024 -4.609
H -0.684 3.956 3.700
C -4.184 1.364 -0.307
H -2.386 1.751 4.500
H -12.617 4.716 -1.031
H -4.517 2.989 3.780
H 2.156 0.110 -2.062
H -8.736 4.198 2.182
H -1.038 6.549 -4.541
C -3.275 2.256 -1.149
H -1.777 0.741 -1.353
C -11.684 4.186 -0.819
H -1.074 2.246 9.696
H 4.878 -3.071 0.776
O 4.487 -3.659 4.048
H -1.355 2.174 1.330
H 3.338 -4.334 -0.662
H -1.599 5.887 -6.086
H -0.001 -0.991 -3.213
H -9.777 2.911 2.775
H -7.180 3.865 4.082
C 0.579 0.947 -3.973
H -4.622 1.000 2.807
H 2.754 -1.597 1.901
P 4.547 -0.122 -0.077
H -0.610 -0.488 8.224
H -1.922 2.124 7.332
C 5.662 -5.735 3.669
H 12.641 -7.833 -4.322
H 11.331 -9.896 -4.741
C 12.028 -10.231 -6.743
H 1.491 1.386 -4.379
H 10.007 -4.779 -1.802
H 0.618 2.833 0.434
H -0.497 3.812 -6.807
C 1.149 -3.227 2.975
H 0.233 1.196 -1.858
C -8.331 2.361 5.092
C -3.981 1.659 2.227
H -5.859 7.342 -1.660
H 4.901 -3.297 -4.135
H 7.817 -3.990 3.665
H 0.795 2.627 -2.638
H -10.913 2.770 0.596
O 5.331 -4.871 -2.979
H 6.544 -0.486 0.512
H 10.413 -6.483 -2.074
H 4.310 -3.633 3.099
H -7.178 6.564 -2.553
H -1.954 0.753 10.065
H 9.430 -7.683 -4.141
H -1.672 2.171 -3.905
C 6.841 -3.519 3.525
H -3.866 2.868 -1.833
H -4.769 3.145 0.837
C -1.058 3.013 3.304
H 5.925 -4.344 5.287
H 6.605 -6.267 3.812
O 3.409 0.693 0.761
C 0.113 1.787 -2.764
H -6.216 5.812 0.830
H -1.969 5.042 -4.583
H -3.049 -0.323 8.159
C -2.318 1.425 -2.006
H -8.842 3.038 5.777
H 0.266 1.007 7.856
H -9.011 1.540 4.847
C -9.074 3.689 3.086
C -6.239 5.303 -1.055
H 6.326 -2.747 -1.582
H -0.708 -3.140 1.816
H 6.882 -2.504 3.923
H -13.892 2.668 -0.086
```

## Properties
**Total energy**: -3137.53993 a.u.
**Maximum force**: 2.93 eV/Å
**Total charge**: -1


Number 1: Kohn-Sham gap 8.2 eV. Number 2: Kohn-Sham gap 6.7 eV.